C43H87N6O6 | the ωB97M-V functional and the def2-TZVPD basis

The geometry in XYZ format:
```
142
Properties=species:S:1:pos:R:3:mulliken_charge:R:1
C -0.03 -4.87 6.21 -1.13
C -1.16 -5.18 5.22 -0.54
C -2.02 -3.97 4.77 -0.64
C -1.17 -2.80 4.25 -1.12
N -1.96 -1.63 3.54 0.88
C -2.86 -2.19 2.43 -0.89
C -2.73 -1.21 1.26 -1.03
C -1.27 -0.80 1.26 2.18
C -0.99 -0.64 2.77 -1.23
C -2.83 -0.85 4.63 -1.07
C -2.00 -0.22 5.80 -0.12
C -2.83 0.81 6.54 -1.45
H -0.30 -4.18 7.01 0.31
H 0.81 -4.43 5.67 0.27
H 0.37 -5.79 6.64 0.37
H -1.92 -5.87 5.60 0.40
H -0.66 -5.71 4.40 0.33
H -2.57 -3.60 5.64 0.32
H -2.75 -4.24 4.01 0.34
H -0.53 -3.26 3.49 0.54
H -0.55 -2.37 5.04 0.50
H -3.89 -2.34 2.76 0.30
H -2.35 -3.11 2.14 0.49
H -3.40 -0.37 1.45 0.46
H -2.92 -1.65 0.28 0.36
H -1.21 0.15 0.74 -0.89
H -0.60 -1.56 0.88 -0.65
H -1.31 0.36 3.05 0.20
H 0.03 -0.75 3.12 0.45
H -3.65 -1.48 4.96 0.68
H -3.29 -0.05 4.04 0.57
H -1.08 0.16 5.37 0.26
H -1.71 -0.99 6.52 0.23
H -3.76 0.43 6.97 0.35
H -3.04 1.73 5.99 0.35
H -2.27 1.13 7.42 0.42
C 6.65 -3.32 4.20 -1.35
C 6.59 -2.43 2.94 -0.49
C 5.14 -2.07 2.55 -0.55
C 5.11 -1.51 1.09 -1.08
N 3.82 -0.77 0.64 1.05
C 2.51 -1.48 1.18 -0.12
C 2.33 -2.74 0.27 -0.94
C 2.87 -2.30 -1.08 0.44
C 3.63 -1.01 -0.88 -0.46
C 3.93 0.70 0.97 -0.03
C 3.82 1.15 2.42 -0.14
C 3.91 2.66 2.52 -1.52
H 7.66 -3.60 4.49 0.40
H 6.18 -4.28 4.02 0.34
H 6.13 -2.85 5.05 0.32
H 7.11 -2.95 2.12 0.37
H 7.17 -1.53 3.14 0.34
H 4.72 -1.33 3.22 0.31
H 4.49 -2.95 2.56 0.30
H 5.26 -2.38 0.45 0.66
H 5.90 -0.80 0.84 0.42
H 1.74 -0.75 0.91 -0.34
H 2.43 -1.64 2.26 0.58
H 1.29 -3.07 0.22 0.57
H 2.95 -3.58 0.59 0.35
H 1.93 -2.06 -1.59 -0.85
H 3.39 -3.12 -1.58 0.71
H 3.02 -0.16 -1.18 -0.42
H 4.58 -0.90 -1.40 0.64
H 3.08 1.16 0.46 -0.70
H 4.84 1.06 0.48 0.80
H 4.66 0.81 3.03 0.21
H 2.91 0.72 2.85 0.13
H 4.86 3.03 2.14 0.38
H 4.00 2.81 3.60 0.48
H 3.12 3.28 2.10 0.25
N 0.08 0.52 -1.88 0.34
O -0.17 1.39 -2.68 -0.50
O -0.38 -0.56 -2.13 -0.51
O 0.74 0.74 -0.88 -0.51
C -3.11 3.33 -2.53 1.17
C -3.93 4.48 -3.14 0.71
O -3.78 4.89 -4.25 -0.53
C -5.22 4.86 -2.35 -1.28
H -3.81 2.50 -2.54 -0.36
H -2.76 3.47 -1.50 -0.30
H -2.28 3.07 -3.18 -0.49
H -5.75 3.95 -2.09 0.34
H -5.86 5.42 -3.05 0.39
H -5.03 5.39 -1.42 0.29
C 0.80 -3.65 -3.75 -0.90
C 0.51 -4.42 -2.49 0.85
O 1.29 -5.29 -2.06 -0.62
C -0.84 -4.20 -1.87 -0.43
H 0.13 -3.97 -4.55 0.47
H 1.83 -3.82 -4.07 0.36
H 0.73 -2.57 -3.64 -0.07
H -1.68 -4.15 -2.56 0.42
H -0.67 -3.16 -1.61 -0.24
H -1.01 -4.76 -0.95 0.36
C 2.73 3.62 -1.51 -0.26
C 3.41 2.66 -2.50 0.67
O 4.26 1.85 -2.08 -0.59
C 2.93 2.52 -3.92 -0.97
H 1.66 3.48 -1.68 -0.23
H 2.91 4.68 -1.72 0.62
H 3.02 3.34 -0.50 -0.03
H 2.08 1.85 -3.98 0.10
H 3.70 2.18 -4.62 0.39
H 2.60 3.53 -4.17 0.36
C -2.50 -2.16 -4.21 -0.76
C -3.20 -0.80 -4.22 -0.76
C -3.64 -0.19 -2.96 1.38
C -4.53 -1.05 -2.15 -0.12
N -5.26 -1.71 -1.58 -0.60
H -1.45 -2.06 -3.94 -0.14
H -2.44 -2.62 -5.20 0.44
H -3.05 -2.81 -3.53 0.35
H -4.06 -0.86 -4.88 0.52
H -2.57 -0.05 -4.70 0.09
H -4.29 0.67 -3.08 0.27
H -2.80 0.17 -2.37 -0.70
C -1.62 5.60 0.17 -1.28
C -0.58 4.56 0.70 -0.68
C -1.09 3.09 0.71 1.63
C -2.40 2.72 1.35 0.15
N -3.41 2.47 1.80 -0.65
H -1.25 6.63 0.20 0.46
H -2.52 5.64 0.78 0.34
H -1.85 5.39 -0.87 0.24
H -0.22 4.75 1.71 0.48
H 0.29 4.61 0.05 0.10
H -0.34 2.43 1.14 0.14
H -1.15 2.75 -0.32 -0.77
C -1.09 3.38 -5.77 -0.54
C -2.34 2.86 -6.52 -0.15
C -2.59 3.60 -7.85 -0.69
C -1.66 3.24 -8.99 0.18
N -0.95 2.88 -9.85 -0.44
H -0.90 2.86 -4.83 -0.45
H -1.18 4.46 -5.66 0.36
H -0.22 3.14 -6.38 0.51
H -3.19 2.97 -5.85 0.13
H -2.23 1.78 -6.66 0.39
H -2.57 4.67 -7.66 0.34
H -3.60 3.41 -8.21 0.38
```

As for the frontier orbital gap: 8.424 eV. Its charge is +1. Its strongest force on any atom is 4.43 eV/A.